No. 1
Here is a structure of composition C39H42Cl2F5N2STi from the OMol25 dataset. Energies are from ωB97M-V with the def2-TZVPD basis set.

As for the orbital gap (spin up / spin down): 5.76 / 7.40 eV. As for the energy relative to the best compared isomer or geometry (same formula, charge and spin): 123.5 kJ/mol. Its spin multiplicity is 3. The highest occupied orbital energy (spin up / spin down) comes out at -3.19 / -4.83 eV. Its total charge is -1. As for the expectation value of S²: 2.017.

CARTESIAN COORDINATES (ANGSTROEM)
Ti (-0.6270, 0.3563, -0.6797)
C (-3.6215, 0.1618, 2.5435)
C (-4.3069, -0.4435, 1.3170)
C (-4.5327, 0.6176, 0.2392)
C (-3.7331, -1.7282, 0.7175)
C (-4.6684, -2.7264, 0.4413)
C (-4.3317, -3.8869, -0.2242)
C (-3.0220, -4.0822, -0.6272)
C (-2.0382, -3.1356, -0.3637)
C (-0.5842, -3.4123, -0.7496)
C (-0.3579, -4.8527, -1.2069)
C (-0.0005, -2.4911, -1.8251)
C (-2.4133, -1.9642, 0.3134)
N (-1.3814, -0.9902, 0.5889)
C (-0.9215, -1.0846, 1.8071)
C (0.1557, -0.3147, 2.3866)
C (0.1483, -0.2824, 3.7914)
C (1.1397, 0.3223, 4.5265)
C (2.2098, 0.8849, 3.8287)
C (2.2537, 0.8422, 2.4552)
C (1.2253, 0.2830, 1.6653)
N (1.3003, 0.2779, 0.2785)
C (2.6664, 0.2662, -0.1614)
C (3.3615, -0.9587, -0.1215)
C (4.6832, -1.0212, -0.5409)
C (5.3496, 0.1085, -0.9846)
C (4.6882, 1.3200, -0.9718)
C (3.3648, 1.4344, -0.5427)
C (2.8097, 2.8498, -0.4456)
C (3.0306, 3.6360, -1.7447)
C (3.4770, 3.6717, 0.6690)
C (2.7142, -2.2034, 0.4476)
C (3.0714, -2.4005, 1.9262)
C (3.0894, -3.4804, -0.3070)
H (-4.3145, 0.8617, 3.0150)
H (-2.7301, 0.7297, 2.2858)
H (-3.3568, -0.5957, 3.2822)
H (-5.3021, -0.7513, 1.6562)
H (-3.6019, 0.9067, -0.2543)
H (-4.9466, 1.5199, 0.6939)
H (-5.2240, 0.2599, -0.5234)
H (-5.6973, -2.5574, 0.7386)
H (-5.0876, -4.6302, -0.4399)
H (-2.7678, -4.9883, -1.1559)
H (0.0031, -3.2618, 0.1630)
H (-0.8729, -5.0541, -2.1485)
H (-0.7029, -5.5799, -0.4709)
H (0.7046, -5.0214, -1.3791)
H (-0.5729, -2.5218, -2.7469)
H (1.0335, -2.7636, -2.0361)
H (0.0438, -1.4445, -1.5046)
H (-1.4064, -1.7948, 2.4752)
H (-0.6826, -0.7591, 4.3001)
H (1.0961, 0.3444, 5.6069)
H (3.0265, 1.3537, 4.3661)
H (3.1231, 1.2262, 1.9510)
H (5.2028, -1.9710, -0.5134)
H (6.3763, 0.0452, -1.3223)
H (5.2125, 2.2155, -1.2838)
H (1.7443, 2.7782, -0.2205)
H (4.0648, 3.9850, -1.8060)
H (2.3909, 4.5192, -1.7649)
H (2.8289, 3.0468, -2.6371)
H (4.5493, 3.7708, 0.4792)
H (3.3475, 3.2504, 1.6605)
H (3.0466, 4.6747, 0.6852)
H (1.6344, -2.0515, 0.3842)
H (4.1526, -2.5252, 2.0307)
H (2.5896, -3.3026, 2.3095)
H (2.7637, -1.5620, 2.5491)
H (4.1092, -3.7899, -0.0676)
H (3.0262, -3.3718, -1.3904)
H (2.4320, -4.2956, -0.0017)
Cl (0.1087, 2.2204, -2.1981)
C (-0.6939, 3.6878, -1.6469)
C (-0.6790, 4.7530, -2.5237)
C (-1.2863, 5.9389, -2.1418)
C (-1.8901, 6.0152, -0.8965)
C (-1.8859, 4.9196, -0.0511)
Cl (-2.6737, 5.1085, 1.4943)
C (-1.2870, 3.6926, -0.3794)
S (-1.2768, 2.3277, 0.7046)
H (-0.2042, 4.6460, -3.4885)
H (-1.2931, 6.7898, -2.8093)
H (-2.3755, 6.9236, -0.5696)
F (-2.7266, 1.2534, -2.5383)
C (-2.1280, -0.0160, -2.4034)
F (-1.1647, -0.0546, -3.4687)
C (-3.2212, -0.9371, -2.9829)
F (-3.6681, -0.5399, -4.1878)
F (-4.2930, -0.9946, -2.1786)
F (-2.7958, -2.2020, -3.1462)



No. 2
Here is a structure of composition C39H42Cl2N3STa from the OMol25 dataset. Energies are from ωB97M-V with the def2-TZVPD basis set.

As for the orbital gap: 6.32 eV. As for the energy relative to the best compared isomer or geometry (same formula, charge and spin): 0.0 kJ/mol. The highest occupied orbital energy comes out at -13.96 eV. Its total charge is +2.

CARTESIAN COORDINATES (ANGSTROEM)
Ta (-0.5160, -0.5331, 0.2412)
C (0.8130, -1.0998, 2.1052)
C (-0.5065, -1.3659, 2.5977)
C (-1.1967, -0.1011, 2.6323)
C (-0.2698, 0.8623, 2.1280)
C (0.9866, 0.2754, 1.8468)
C (2.2873, 1.0433, 1.6585)
C (3.4184, 0.1647, 1.1302)
C (2.6471, 1.5327, 3.0754)
C (2.1115, 2.2518, 0.7364)
C (-2.4531, 0.4506, 3.3478)
C (-3.0685, 1.6530, 2.6165)
C (-3.6087, -0.5182, 3.6155)
C (-1.9100, 0.9638, 4.7011)
C (-0.8318, -2.7489, 3.1922)
C (-2.1542, -3.3938, 2.7520)
C (-0.8205, -2.5583, 4.7243)
C (0.2892, -3.7496, 2.8801)
H (1.5828, -1.8427, 1.9681)
H (-0.4705, 1.9158, 2.0120)
H (3.5477, -0.7432, 1.7232)
H (4.3557, 0.7177, 1.1897)
H (3.2625, -0.1081, 0.0872)
H (2.7915, 0.6941, 3.7590)
H (1.8691, 2.1809, 3.4829)
H (3.5765, 2.1009, 3.0320)
H (1.8909, 1.9415, -0.2856)
H (3.0399, 2.8230, 0.7205)
H (1.3238, 2.9250, 1.0812)
H (-3.5318, 1.3616, 1.6735)
H (-2.3674, 2.4713, 2.4508)
H (-3.8590, 2.0563, 3.2487)
H (-4.0713, -0.8755, 2.6947)
H (-4.3771, 0.0291, 4.1619)
H (-3.3322, -1.3680, 4.2290)
H (-1.1696, 1.7531, 4.5584)
H (-1.4485, 0.1666, 5.2820)
H (-2.7343, 1.3739, 5.2847)
H (-2.9858, -2.7024, 2.7153)
H (-2.4091, -4.1829, 3.4601)
H (-2.0672, -3.8643, 1.7742)
H (-1.6712, -1.9853, 5.0779)
H (0.0951, -2.0592, 5.0491)
H (-0.8581, -3.5373, 5.2034)
H (0.4625, -3.8842, 1.8092)
H (0.0004, -4.7227, 3.2765)
H (1.2343, -3.4769, 3.3519)
N (3.5968, 3.5938, -8.4794)
C (3.1621, 3.1494, -7.5146)
C (2.6120, 2.5893, -6.3033)
C (2.0603, 1.3098, -6.3205)
C (1.5429, 0.7706, -5.1573)
C (1.5501, 1.5104, -3.9754)
C (2.0966, 2.7922, -3.9666)
C (2.6355, 3.3266, -5.1234)
C (0.9824, 0.9311, -2.7350)
C (1.5533, -0.2442, -2.2431)
C (2.7156, -0.8654, -2.7212)
C (2.9540, -1.9832, -1.9356)
C (1.9534, -2.0028, -0.9798)
N (1.0774, -0.9729, -1.1401)
C (-0.0609, 1.6090, -2.1104)
C (-0.7054, 2.7640, -2.5791)
C (-1.6625, 3.1312, -1.6465)
C (-1.6044, 2.1842, -0.6391)
N (-0.6535, 1.2427, -0.8867)
H (2.0442, 0.7473, -7.2438)
H (1.1108, -0.2223, -5.1660)
H (2.1262, 3.3604, -3.0453)
H (3.0761, 4.3141, -5.1192)
H (3.3169, -0.5065, -3.5406)
H (3.7651, -2.6877, -2.0181)
H (1.8477, -2.7256, -0.1867)
H (-0.4853, 3.2582, -3.5114)
H (-2.3401, 3.9673, -1.6944)
H (-2.2122, 2.1380, 0.2474)
Cl (-0.8272, -3.0994, -0.3926)
C (-1.4966, -2.2605, -1.7478)
C (-1.0783, -2.5750, -3.0333)
C (-1.6430, -1.8851, -4.0846)
C (-2.6079, -0.9050, -3.8656)
C (-3.0011, -0.5936, -2.5826)
Cl (-4.2473, 0.5524, -2.3238)
C (-2.4304, -1.2577, -1.4769)
S (-2.8617, -0.8688, 0.1902)
H (-0.3411, -3.3481, -3.2030)
H (-1.3482, -2.1295, -5.0966)
H (-3.0691, -0.3957, -4.7010)



No. 3
Here is a structure of composition C39H42Cl5N6O5S3Ti from the OMol25 dataset. Energies are from ωB97M-V with the def2-TZVPD basis set.

As for the orbital gap (spin up / spin down): 5.80 / 7.72 eV. As for the energy relative to the best compared isomer or geometry (same formula, charge and spin): 15.2 kJ/mol. Its spin multiplicity is 3. The highest occupied orbital energy (spin up / spin down) comes out at -7.45 / -10.03 eV. Its total charge is +1. As for the expectation value of S²: 2.016.

CARTESIAN COORDINATES (ANGSTROEM)
Ti (0.2583, 0.0050, 0.5799)
O (6.1859, 0.7153, -2.2643)
C (5.3964, -0.3674, -2.6987)
C (3.9917, -0.2275, -2.1872)
C (3.0959, -1.3186, -2.2804)
C (1.8856, -1.2439, -1.6418)
N (1.4755, -0.1641, -0.9603)
C (2.2450, 0.9828, -1.0448)
C (3.5303, 0.9357, -1.6168)
C (1.5795, 2.1604, -0.5743)
C (2.1155, 3.4637, -0.5634)
C (1.3188, 4.5494, -0.2588)
C (1.8530, 5.9602, -0.2498)
O (1.8159, 6.5633, -1.5248)
C (-0.0434, 4.3114, -0.0020)
C (-0.4873, 3.0084, 0.0486)
N (0.2749, 1.9426, -0.1927)
H (7.0555, 0.6485, -2.6740)
H (5.8009, -1.3194, -2.3204)
H (5.3897, -0.4312, -3.7982)
H (3.3808, -2.2237, -2.7905)
H (1.2048, -2.0934, -1.6260)
H (4.1645, 1.8088, -1.6124)
H (3.1612, 3.6191, -0.7763)
H (2.9082, 5.9639, 0.0315)
H (1.2880, 6.5615, 0.4794)
H (0.9008, 6.6718, -1.8091)
H (-0.7190, 5.1276, 0.2038)
H (-1.5171, 2.7964, 0.3012)
O (-1.2663, -0.4328, -0.5717)
S (-2.1470, 0.0725, -1.6803)
C (-3.5241, 1.0571, -0.8378)
C (-3.5645, 0.6946, 0.6330)
C (-3.7675, 1.8662, 1.5976)
C (-3.4336, 1.4851, 3.0316)
S (-1.6280, 1.0721, 3.3796)
O (-0.9386, 0.8988, 2.0636)
C (-1.0482, 2.7055, 3.9370)
C (-1.6089, 3.2949, 5.0614)
C (-1.0978, 4.4957, 5.5262)
C (-0.0307, 5.0973, 4.8758)
C (0.5406, 4.4893, 3.7690)
C (0.0436, 3.2815, 3.3066)
C (-3.1451, -1.3769, -2.0808)
C (-3.6495, -1.5036, -3.3670)
C (-4.3341, -2.6547, -3.7152)
C (-4.5128, -3.6644, -2.7786)
C (-4.0114, -3.5239, -1.4934)
C (-3.3152, -2.3805, -1.1423)
H (-4.4386, 0.8233, -1.3754)
H (-3.2631, 2.1014, -1.0092)
H (-2.5917, 0.2594, 0.8737)
H (-4.3219, -0.0679, 0.8249)
H (-4.8095, 2.1926, 1.5672)
H (-3.1528, 2.7196, 1.3079)
H (-3.9728, 0.5843, 3.3195)
H (-3.7001, 2.2845, 3.7186)
H (-2.4241, 2.8134, 5.5801)
H (-1.5307, 4.9593, 6.3991)
H (0.3652, 6.0330, 5.2467)
H (1.3886, 4.9400, 3.2729)
H (0.5027, 2.7857, 2.4604)
H (-3.5036, -0.7068, -4.0814)
H (-4.7270, -2.7632, -4.7164)
H (-5.0374, -4.5676, -3.0571)
H (-4.1564, -4.3060, -0.7625)
H (-2.9000, -2.2782, -0.1522)
Cl (2.7966, -2.1806, 0.8883)
C (1.2449, -2.8681, 1.2180)
C (0.1782, -1.9818, 1.4215)
C (-0.9700, -2.6573, 1.8554)
Cl (-2.3195, -1.7122, 2.3697)
C (-1.1103, -4.0357, 1.9780)
Cl (-2.5877, -4.7501, 2.4937)
C (-0.0291, -4.8554, 1.6723)
Cl (-0.1604, -6.5597, 1.7910)
C (1.1742, -4.2539, 1.3098)
Cl (2.5414, -5.2384, 0.9791)
C (5.2061, 0.0429, 2.4565)
N (3.9520, 0.5471, 1.9461)
C (2.7368, 0.2129, 2.4225)
N (2.6411, -0.3806, 3.6369)
O (1.7069, 0.5398, 1.7972)
H (6.0151, 0.5624, 1.9500)
H (5.3079, -1.0320, 2.2817)
H (5.2905, 0.2430, 3.5231)
H (3.9476, 0.8380, 0.9764)
H (3.4288, -0.8545, 4.0429)
H (1.7183, -0.6848, 3.9096)
S (-0.5312, -3.9827, -1.4386)
C (-0.8558, -4.0962, -3.0463)
N (-1.4365, -5.1414, -3.6652)
C (-1.7283, -4.8615, -5.0545)
C (-0.8921, -3.5921, -5.3121)
N (-0.6082, -3.1317, -3.9659)
H (-1.8631, -5.8967, -3.1590)
H (-2.8000, -4.6703, -5.1882)
H (-1.4336, -5.6987, -5.6920)
H (-1.4462, -2.8301, -5.8654)
H (0.0297, -3.8229, -5.8615)
H (0.0614, -2.4037, -3.7808)